[1]
18
Properties=species:S:1:pos:R:3:lowdin_charge:R:1 method="wB97M-V/def2-TZVPD" largest_force_ev_per_a=3.53 lumo_energy_ev="3.658 / 3.657" relative_energy_kcal_mol=0.0 mol_weight_g_mol=162.2 e_tot_ev=-23782.9473 charge=-1
H 1.01216 -1.82145 1.71356 0.044
H 0.47474 -3.27871 0.77187 0.084
O -1.52817 0.78949 -1.83404 0.008
H -0.28785 2.43442 0.79570 0.074
H -0.33716 0.42706 1.08725 0.061
H -0.77736 -2.38264 1.96775 0.114
H -1.63694 2.96292 -0.13642 0.058
O 2.70989 -0.06174 0.68975 -0.508
C -0.68422 2.44022 -0.24353 -0.060
C -0.94066 1.01076 -0.80227 -0.499
H -0.12736 2.97648 -1.06807 0.089
O 2.23579 1.58318 -1.03167 -0.501
C 0.15032 -2.27644 1.21716 -0.090
C -0.33792 -0.02697 0.14210 -0.188
H -1.02525 -1.44998 -1.72998 0.013
C -0.28748 -1.43699 0.06543 -0.578
S 2.08144 0.19922 -0.60178 0.795
N -0.69397 -2.08882 -1.00280 0.084

[2]
58
Properties=species:S:1:pos:R:3:lowdin_charge:R:1 method="wB97M-V/def2-TZVPD" largest_force_ev_per_a=1.02 lumo_energy_ev=-0.357 relative_energy_kcal_mol=0.0 mol_weight_g_mol=741.1 e_tot_ev=-67355.8243
I -5.29483 -1.88036 -0.94653 0.910
C 3.26588 2.25789 -2.45135 -0.182
C 0.27778 2.81920 -2.40344 -0.192
N -1.08090 -3.90154 1.16909 -0.116
C 0.14491 -4.33787 0.73139 -0.048
H -2.14350 -2.08266 0.87460 0.120
H 3.27865 2.75426 -3.42519 0.029
H 4.12173 -0.87238 -1.64514 0.029
C 4.39528 0.78738 0.78958 -0.188
H 3.90493 -2.24943 -0.57128 0.033
O -2.39122 -0.62148 -0.76239 -0.286
H -2.67303 -5.27042 1.22714 0.097
H 1.24712 -1.20968 1.98091 -0.002
H -1.26410 4.22970 2.47404 0.112
H 1.42016 1.77383 0.33407 -0.020
C -4.59603 -0.14241 -0.04386 -0.651
C -1.24657 -2.65164 0.70979 -0.153
H -0.72588 2.42220 -2.23564 0.013
H 2.14104 -0.58278 -3.37267 0.014
H -2.71157 -3.99230 2.45614 0.096
H 5.10040 0.14383 1.32195 0.030
H 0.51567 -5.32118 0.96051 0.121
H 4.90751 1.20005 -0.08188 0.017
H 0.14315 2.66061 1.20566 0.095
N -0.19981 -2.25247 0.01052 -0.036
H 2.84007 -1.96899 2.06569 0.028
C -0.92584 2.52650 1.21879 -0.099
C 3.39955 -1.37995 -0.99951 -0.192
Si 1.57999 1.49939 -2.09585 0.374
H 0.40152 -0.48509 -3.07386 0.018
C -5.48173 0.70638 0.63187 -0.173
H -3.73306 3.91694 2.50387 0.094
H -1.55959 -5.32510 2.61094 0.093
H 1.62896 -3.27830 -0.47314 0.087
C -2.06598 -4.67139 1.90459 -0.002
C 0.68051 -3.31066 0.02093 -0.116
Cl -6.15174 2.84965 2.11484 0.684
H 4.15126 1.62304 1.45205 0.029
H 1.13710 0.51696 -4.31893 0.033
C -3.65065 2.15079 1.26235 -0.170
C -3.23409 0.12750 -0.13143 -0.470
H 0.41739 3.67168 -1.73257 0.028
H 2.59229 -0.38442 2.78759 0.026
C -2.77524 1.30195 0.55483 -0.125
C -5.02766 1.82949 1.26375 -0.614
C -3.08750 3.24454 1.95691 -0.012
C 1.29222 0.10039 -3.31968 -0.185
Pt -0.40394 -0.03221 -0.37246 1.044
H 2.58848 -1.71830 -1.64106 -0.001
N -1.41573 1.51885 0.53228 -0.030
Si 2.83836 -0.16941 0.33175 0.389
H 0.32467 3.19299 -3.42917 0.029
H 3.52822 2.99993 -1.69341 0.032
H -6.53541 0.46561 0.66497 0.094
C -1.73576 3.41594 1.94190 -0.029
C 1.47683 0.90334 -0.32621 -0.531
C 2.31954 -1.01542 1.93755 -0.190
H 4.05016 1.49704 -2.45620 0.017

[3]
96
Properties=species:S:1:pos:R:3:lowdin_charge:R:1 method="wB97M-V/def2-TZVPD" largest_force_ev_per_a=1.82 lumo_energy_ev=0.055 mol_weight_g_mol=626.3 smiles="C=CC[C@](CC)(OC)[C@@H](O[C@H](CC)CCCCl)c1ccccc1.CC#N.CC#N.CC#N.CC#N.CC#N.CC#N.CC#N" e_tot_ev=-63146.1774
C 3.10590 7.45149 5.94361 -0.293
C 0.76346 0.97532 -1.92373 -0.418
C 0.47654 6.12874 1.74699 -0.052
H 0.63309 -1.99870 -0.24660 0.116
H -1.04735 3.50388 -0.77677 0.060
H 5.50070 1.97672 -0.51612 0.086
C -8.37344 -9.71465 2.99721 -0.063
C -5.56187 -6.72518 4.10812 -0.295
H -3.77345 -2.32431 -4.93963 0.078
H -9.29045 -9.30162 2.58136 0.083
N 2.13574 7.63126 6.52960 0.114
H 4.54849 0.95056 -3.72923 0.062
H 0.53878 -1.37257 -4.48229 0.120
H 1.05341 2.80428 0.17920 0.050
N -5.99932 -7.07389 5.11048 0.117
N 1.61715 5.20906 -0.40164 0.155
H -8.44036 -10.80060 2.97153 0.083
H 2.37048 1.80960 0.81031 0.090
C 4.33593 7.20818 5.20506 -0.099
N 6.57299 5.09068 4.32314 0.144
N 8.28701 1.29346 0.82816 0.129
H -2.06993 2.68685 -1.91135 0.075
H -2.37082 -0.04920 -5.23930 0.116
H -4.91966 -7.14025 2.15741 0.036
O 1.16352 0.88942 -0.56596 -0.134
N -2.63533 4.28728 2.55077 0.139
H -0.67360 -0.33020 -1.11110 0.135
H -2.02491 -2.25289 -0.70314 0.101
H 3.10096 -0.36073 -1.44021 0.106
H 1.77796 -3.47801 -4.81669 0.100
H 4.91788 -0.79160 -3.13170 0.057
C -2.22528 -0.83947 -3.23201 -0.341
H -3.50815 0.58696 -4.09362 0.119
C 3.16744 0.14001 -2.39788 -0.158
H 0.03507 2.93464 3.51900 0.077
H 2.46897 2.50948 -0.80300 0.084
H -4.54044 -0.97293 -5.81453 0.072
C 1.57332 -3.50972 -1.43031 -0.071
C -1.17051 2.56665 -1.31217 -0.062
C -0.21738 -0.21835 -2.09886 -0.234
H -4.06125 -5.81288 2.94070 0.071
N -6.29940 -8.88177 1.66978 0.145
C 1.51953 -3.16690 -3.81597 -0.064
C 7.84186 2.84723 3.98719 -0.067
H 8.06535 2.68724 2.93303 0.045
C 4.29899 0.09314 -3.11655 -0.007
H -3.99595 -1.94863 0.62860 0.075
C -7.22040 -9.25753 2.24005 -0.258
H 5.13179 7.86763 5.54497 0.083
C 1.90455 -3.93344 -2.71461 -0.086
H -1.20369 1.67950 3.60508 0.084
C 5.87308 1.03643 -0.11364 -0.071
H 5.18479 0.70569 0.66356 0.082
H -2.74299 -0.13187 -1.31016 0.112
H 4.67640 6.18539 5.33396 0.034
H -2.91455 -3.05170 -1.96797 0.105
H -1.86598 -1.83366 -3.51196 0.138
H -1.06843 2.87822 4.89741 0.086
C 0.87154 -2.31497 -1.25282 -0.034
C 0.03284 2.28331 -2.22551 -0.167
C -4.12593 -1.29759 -4.86494 -0.090
H 0.72757 3.11940 -2.19421 0.095
C 1.11386 5.61515 0.54600 -0.259
C 7.13062 4.09929 4.17588 -0.256
H 2.26241 1.90593 -3.11099 0.124
H 1.87978 -4.10873 -0.58658 0.099
H -0.32296 2.24376 -3.24948 0.120
H -5.70133 -5.57816 2.35161 0.057
H 8.78056 2.84970 4.53754 0.086
C -3.03012 -0.33870 -4.42512 -0.194
H 5.85362 0.30037 -0.91371 0.061
H -0.35264 5.48715 2.04163 0.042
C -4.13371 -2.50344 -0.29244 -0.585
H -8.28815 -9.39520 4.03469 0.082
O -1.15939 0.08791 -3.09534 -0.075
C -0.98950 2.72422 3.82281 -0.064
H -4.14249 -0.68086 -2.20356 0.108
C 0.82284 -1.97360 -3.63048 -0.037
C 1.95945 0.87449 -2.89976 -0.109
H 7.24340 2.00752 4.33629 0.085
C 7.21727 1.19198 0.42317 -0.266
H 1.18380 6.17965 2.57094 0.080
H -4.95846 -1.28877 -4.16481 0.066
H 0.08002 7.12835 1.57934 0.090
C -2.97455 -2.25009 -1.23372 -0.261
C 1.79450 2.05283 -0.07943 -0.096
H -5.06286 -2.21231 -0.76799 0.071
C -1.91797 3.59260 3.11536 -0.290
C -5.03218 -6.29285 2.82646 -0.124
Cl -4.24390 -4.22689 0.14514 0.585
H 4.19050 7.38006 4.14080 0.077
H 1.64180 0.46908 -3.85188 0.119
C 0.49705 -1.52986 -2.34575 -0.174
H -1.36987 1.75498 -0.61869 0.069
C -3.10586 -0.91363 -1.97728 -0.124
H 2.46013 -4.84659 -2.86319 0.097

[4]
20
Properties=species:S:1:pos:R:3:lowdin_charge:R:1 method="wB97M-V/def2-TZVPD" largest_force_ev_per_a=1.27 lumo_energy_ev=0.503 relative_energy_kcal_mol=19.9 mol_weight_g_mol=107.2 smiles=C[C@@H](N)CCO.O e_tot_ev=-9943.3316
H -1.55897 -1.67926 -0.36997 0.111
H 0.43469 -1.58756 -1.07195 0.063
C -1.72000 0.37159 -0.89867 -0.145
N 0.15634 0.07252 0.72068 0.026
H 0.58808 0.37937 1.58306 0.069
H 6.75859 -0.75982 0.13836 0.024
H -2.06399 -1.41228 -2.07245 0.109
O -0.09052 -1.25829 -1.80754 -0.086
H -2.78633 0.37817 -0.64785 0.104
O 6.18030 -1.44194 0.47417 -0.059
C -1.77286 1.30973 1.48128 -0.071
H -1.53857 0.94713 -1.81508 0.108
C -0.88368 0.99770 0.28088 -0.433
H -0.52704 1.91233 -0.20002 0.122
C -1.40540 -1.08804 -1.27170 -0.269
H 0.96228 0.10040 0.11872 0.067
H -2.46443 0.46922 1.59259 0.078
H 5.34892 -1.26588 0.01328 0.034
H -2.42469 2.17405 1.35716 0.079
H -1.19273 1.38086 2.39505 0.067